The following is a DFT calculation (wB97M-V/def2-TZVPD) of a 18-piece molecular cluster, C84H154F9N10O6 overall in a non-equilibrium geometry.

The value obtained for the orbital gap is 0.7 eV. The calculation puts the energy at -5186.49230 a.u. The calculation puts the HOMO energy at -12.994 eV. The LUMO energy is -0.451 Eh. The total charge is +7.

XYZ file:
```
263
Properties=species:S:1:pos:R:3:forces:R:3:mulliken_charge:R:1
C -21.2104 19.7796 -9.1943 -0.71 -1.35 0.82 -0.721
C -21.0769 20.9486 -8.5742 -2.15 -1.43 0.10 -0.167
C -22.2830 21.6630 -8.0392 -0.74 0.75 -2.13 -0.897
N -22.2254 23.0534 -7.5684 1.94 0.19 0.08 0.118
C -21.5478 23.9476 -8.6615 1.30 -1.41 2.34 -1.155
C -21.2555 23.1148 -6.4375 -1.74 3.40 0.96 -0.623
C -22.0892 24.2822 -5.4909 5.35 -2.75 -1.79 -0.342
C -23.2833 24.3743 -5.9207 -3.54 -0.58 -0.99 -0.538
C -23.6441 23.5860 -7.1259 2.07 -1.67 -0.37 -0.254
H -20.3969 19.2952 -9.7589 -0.59 0.58 0.17 0.280
H -19.7885 18.1857 -16.1211 -0.32 0.01 0.13 -0.073
H -22.1713 19.1967 -9.0782 1.31 0.44 -0.02 0.226
H -24.2649 18.4317 -14.3689 0.25 -0.02 -0.14 -0.102
H -20.4239 21.5978 -9.0010 2.86 1.55 -0.39 0.237
H -23.0946 21.2042 -7.5563 -0.27 -1.36 1.31 0.615
H -22.7160 21.8770 -8.9715 -1.31 -0.11 -1.66 0.539
H -20.5365 23.4971 -8.8624 -1.30 0.38 -0.07 0.415
H -21.3334 24.8940 -8.1951 -0.42 0.52 -0.06 0.452
H -22.1547 23.9653 -9.5000 -1.13 0.29 -1.64 0.395
H -20.3232 23.4650 -6.8982 -0.06 -0.25 0.91 0.339
H -21.1669 22.1267 -6.0129 0.04 0.09 0.70 0.418
H -21.4761 24.8286 -4.8278 -0.13 0.13 1.39 0.482
H -20.7153 22.4908 -2.9589 0.23 -0.03 -0.13 -0.011
H -20.4907 29.7328 -5.4203 0.00 0.02 0.00 0.129
H -24.1429 24.5069 -5.3119 -0.56 1.77 0.54 0.390
H -23.9919 23.9608 -8.0757 -0.61 1.05 0.25 0.338
H -24.3177 22.7700 -6.8175 0.46 -0.09 -0.36 0.353
C -26.8857 7.5438 -11.0256 -0.75 -0.38 0.94 -1.304
C -27.3423 8.2298 -9.7433 -1.09 0.01 0.09 0.841
C -28.3085 7.2945 -9.0707 0.54 0.18 1.35 -1.174
N -29.0485 7.8274 -7.8185 1.72 -1.14 -0.35 0.125
C -29.5986 6.6749 -7.0100 -1.01 1.28 0.14 -0.907
C -30.1387 8.6260 -8.3107 -1.57 1.93 -1.42 0.350
C -30.6720 9.4398 -7.1410 0.64 0.91 0.62 -0.477
C -29.3744 9.6457 -6.2299 -0.14 -0.07 -1.98 -0.697
C -28.2865 8.7305 -6.8304 -0.47 0.43 -1.32 -0.374
H -27.7549 7.1678 -11.5752 0.18 0.41 -0.31 -0.244
H -26.3729 6.6153 -10.6925 0.34 0.72 -0.59 0.602
H -26.2960 8.2774 -11.5579 0.39 -0.46 -0.57 0.593
H -27.8621 9.1832 -9.8313 0.16 0.21 -0.66 -0.656
H -26.4769 8.4337 -9.1762 0.99 0.16 0.99 0.580
H -27.8246 6.3543 -8.8387 0.04 -0.22 0.39 0.613
H -29.0809 7.0983 -9.7720 -0.82 -0.41 -0.47 0.422
H -30.2132 7.2364 -6.2051 1.04 -1.76 -1.01 0.349
H -28.7813 6.0396 -6.6844 0.06 0.32 0.54 0.417
H -30.2094 6.0469 -7.6717 -0.17 0.42 0.25 0.318
H -30.7990 7.9895 -8.9312 -0.12 0.23 0.87 0.646
H -29.7933 9.3999 -9.0183 0.48 -0.37 0.25 -0.566
H -31.5205 8.9838 -6.6620 -0.14 -0.33 0.54 0.463
H -30.9702 10.4630 -7.4433 0.11 -0.80 -0.26 -0.144
H -29.4798 9.4662 -5.1989 -0.51 -0.29 1.25 0.463
H -29.0348 10.6702 -6.3758 -0.12 -0.05 0.11 0.245
H -27.8140 8.0521 -6.1600 0.52 -0.21 0.66 0.462
H -27.5494 9.3418 -7.3764 -0.32 -0.51 0.10 0.181
C -13.1543 8.2625 -12.0527 0.43 0.78 1.19 -1.455
C -14.2262 8.7183 -12.9947 1.24 0.81 -1.02 -0.164
C -14.9062 9.9126 -12.4147 -0.36 2.34 -1.19 -0.690
N -15.8433 10.6436 -13.4432 -0.60 -0.51 1.88 -0.035
C -15.1799 11.3733 -14.5254 0.50 1.16 0.09 -0.868
C -16.7719 11.6457 -12.7108 1.56 -0.07 -0.51 -0.531
C -17.9666 11.7869 -13.6139 -0.59 -0.89 0.06 -0.711
C -18.1103 10.4066 -14.3637 0.35 0.55 -0.07 -0.595
C -16.7948 9.6655 -14.0054 -1.06 0.43 -0.52 -0.805
H -13.5861 8.0098 -11.0957 -0.32 -0.23 0.40 0.366
H -12.4611 9.0791 -11.8042 0.03 -0.27 -0.36 0.352
H -12.6064 7.3988 -12.3543 0.37 -0.47 -0.55 0.397
H -14.8635 7.9034 -13.2417 -0.95 -0.55 0.09 0.411
H -13.7948 9.0215 -13.9523 0.29 -0.09 -0.03 0.303
H -14.2561 10.7945 -12.1553 -0.09 -1.40 0.25 0.365
H -15.5416 9.6187 -11.5999 -0.30 0.20 0.51 0.354
H -14.6308 12.2694 -14.1486 -0.59 -0.72 -0.16 0.319
H -15.9865 11.6504 -15.1862 0.05 0.46 -0.36 0.407
H -14.4906 10.7885 -15.0943 0.38 -0.72 -0.11 0.349
H -16.1878 12.5700 -12.5993 -0.30 -0.27 0.16 0.418
H -16.9698 11.2268 -11.7366 -0.23 -0.17 0.20 0.446
H -17.7721 12.5659 -14.3377 -0.43 0.39 0.06 0.359
H -18.8343 11.9785 -12.9576 0.24 0.26 -0.77 0.385
H -18.3068 10.5093 -15.4473 0.44 0.18 0.53 0.284
H -18.9849 9.8825 -13.9951 0.10 -0.28 0.21 0.292
H -16.2846 9.1103 -14.7451 0.31 -0.23 -1.40 0.577
H -16.9848 8.9224 -13.2871 -0.35 -0.69 1.41 0.462
C -26.8868 13.7664 -14.3599 -0.59 0.51 -1.10 -1.696
C -27.4361 12.3669 -14.3134 -0.35 -0.97 0.46 0.881
C -28.8161 12.3838 -13.6295 2.01 -0.43 1.28 0.450
N -29.3172 10.9762 -13.3996 -0.72 -0.44 -1.18 2.128
C -28.7149 10.4404 -12.1906 -0.55 -1.52 0.57 -1.126
C -29.2071 9.9927 -14.5610 -0.25 -0.19 0.50 -0.271
C -30.1631 10.5728 -15.5663 0.79 0.84 -0.99 -0.833
C -31.3944 10.8739 -14.7073 0.46 -1.23 0.34 -0.953
C -30.7979 11.0212 -13.2939 -1.14 0.89 0.80 -0.650
H -26.7298 14.2622 -13.4175 0.23 -0.18 0.57 0.338
H -27.6396 14.3809 -14.8824 0.30 0.04 0.04 0.450
H -25.9901 13.8048 -14.9642 0.29 0.04 0.03 0.446
H -26.7665 11.6443 -13.8049 -0.18 0.48 -0.21 -0.250
H -27.5628 11.9750 -15.3434 0.22 0.25 0.48 -0.121
H -29.4611 12.9116 -14.2771 -1.14 0.46 -0.51 1.128
H -28.7971 12.8816 -12.5948 -0.09 -0.97 -1.51 -1.997
H -27.6744 10.6131 -12.2070 1.19 0.34 -0.01 0.383
H -28.8472 9.3234 -12.1784 -0.22 1.17 0.21 -0.524
H -29.1635 10.9638 -11.3550 0.00 -0.18 0.47 0.416
H -29.6392 9.0616 -14.1741 0.16 0.20 0.06 0.044
H -28.1856 9.7719 -14.8168 0.54 0.34 -0.36 0.284
H -30.2854 9.9187 -16.4416 -0.31 0.11 0.46 0.616
H -29.7061 11.4896 -15.9500 -0.15 0.02 -0.18 0.337
H -31.9804 9.9550 -14.7626 -0.34 0.19 0.31 0.269
H -32.0371 11.7048 -14.9355 0.05 0.35 -0.55 0.448
H -31.1242 10.2285 -12.6259 0.11 -0.10 0.02 0.481
H -31.0511 11.9814 -12.8201 -0.02 -0.37 -0.06 0.274
C -29.5757 17.7900 -7.7053 -0.72 1.39 0.77 -1.304
C -31.0956 17.4155 -7.8615 0.93 1.10 0.80 -0.227
C -31.2990 16.0684 -7.2266 1.02 0.44 1.10 -0.861
N -32.4551 15.1805 -7.4348 -0.53 -1.82 -0.95 0.349
C -32.6512 14.9142 -8.8928 2.29 1.71 0.39 -1.010
C -33.7480 15.5281 -6.7638 0.01 -0.26 1.48 -0.557
C -33.6404 14.9320 -5.3011 -0.69 -0.75 -1.84 -0.553
C -32.3734 14.0913 -5.3310 -0.82 -1.22 1.90 -0.828
C -32.0760 13.8634 -6.7518 1.69 0.09 -1.67 0.091
H -28.9627 17.3926 -8.4830 0.33 -0.84 -0.42 0.264
H -29.1332 17.5942 -6.7196 -0.25 -0.20 -0.22 0.357
H -29.4775 18.8795 -7.8575 -0.20 -0.34 0.18 0.415
H -31.1622 17.4184 -8.9248 -0.93 0.08 -0.83 0.208
H -31.6907 18.2192 -7.3610 0.19 -0.73 -0.76 0.439
H -31.3088 16.2305 -6.1617 0.28 0.11 0.52 0.471
H -30.3962 15.4859 -7.4331 -0.29 -0.16 -0.15 0.151
H -32.5615 15.9271 -9.2959 -1.06 -0.43 -0.70 0.347
H -33.5208 14.3474 -9.0014 -1.46 -0.42 -0.59 0.504
H -31.7911 14.3824 -9.3082 0.03 -0.23 0.35 0.284
H -34.5991 15.1361 -7.3468 0.63 -0.05 0.33 0.404
H -33.8929 16.5595 -6.6423 0.07 1.66 -0.51 0.340
H -34.5046 14.2810 -5.2776 -0.22 -0.12 0.69 0.323
H -33.6526 15.6105 -4.4616 -0.18 0.45 -0.18 0.361
H -32.5459 13.1615 -4.7480 0.19 0.33 -0.62 0.381
H -31.6246 14.5965 -4.7676 0.98 0.39 0.04 0.473
H -32.6100 13.0567 -7.2397 -0.58 -0.01 0.13 0.382
H -31.0231 13.7191 -7.0882 -0.63 -0.28 0.74 -0.232
C -23.3282 17.7554 -22.4726 -2.61 -1.46 -1.18 -0.635
C -23.5239 16.6782 -23.3506 0.64 1.79 0.40 -0.085
C -24.5428 17.0675 -24.5420 3.76 -2.42 -0.11 -0.639
N -24.5083 15.7777 -25.5126 -3.29 3.04 -1.11 0.181
C -25.2563 14.6464 -24.8376 -0.96 2.17 1.84 -0.689
C -23.2281 15.5747 -26.0225 4.56 -3.19 -3.42 -0.680
C -23.3802 14.8840 -27.4741 -0.52 3.13 -2.71 -0.769
C -24.5358 15.6803 -28.0485 -0.57 1.90 2.94 -0.262
C -25.1935 16.2739 -26.7884 -3.15 -3.03 -2.63 -0.519
H -24.4663 18.2584 -22.1493 4.01 -0.61 -1.17 0.236
H -22.2906 18.1268 -22.2056 -1.71 -0.82 0.75 0.291
H -15.3109 21.7121 -4.2909 -0.24 0.04 0.07 0.107
H -28.9156 19.8324 -17.0189 0.08 -0.04 0.05 -0.082
H -22.7539 15.7688 -23.5832 -1.63 2.88 0.54 0.135
H -23.9090 17.8610 -25.0676 -1.58 -1.08 0.23 0.328
H -25.5897 17.2449 -24.4943 -0.66 0.61 0.92 0.651
H -26.2280 15.1462 -24.3708 2.00 -1.22 -1.18 0.303
H -24.5619 14.5016 -24.0171 -0.38 -0.99 0.36 0.379
H -25.5178 13.7545 -25.4060 0.47 0.37 -0.35 0.364
H -22.4579 15.0831 -25.4349 -0.70 -0.61 0.50 0.465
H -22.6452 16.4402 -26.3417 -0.94 0.80 0.44 0.379
H -23.6322 13.9507 -27.8907 -0.12 -2.62 1.16 0.364
H -22.5746 15.0658 -28.2595 0.09 0.24 1.45 0.419
H -18.9467 9.2863 -20.8598 -0.06 0.02 0.02 -0.208
H -25.1828 15.7927 -28.9677 1.53 -0.55 0.74 0.400
H -26.1726 15.6053 -27.0765 1.37 1.21 1.61 0.316
H -25.6364 17.2544 -26.7030 0.44 0.55 -0.13 0.433
C -21.0924 0.6472 -19.7769 0.06 0.45 0.62 -0.870
N -21.8674 1.5432 -18.8269 0.52 -0.42 -1.88 -0.034
C -22.0485 1.2501 -17.5645 0.66 -2.93 0.41 -0.063
C -22.8060 2.0081 -16.7335 -1.26 2.33 -0.89 -0.746
C -23.4514 3.1436 -17.2812 2.44 -0.09 -1.11 0.427
C -23.0672 3.5353 -18.6330 -2.24 0.71 2.26 -0.651
C -22.3599 2.6680 -19.3782 0.91 -0.19 -0.70 -0.441
C -24.2885 4.0331 -16.4719 -2.69 -0.50 1.02 1.078
C -25.5486 3.5554 -15.9617 0.82 0.01 -0.55 -0.730
C -26.4502 4.4168 -15.3353 0.86 -2.22 -0.09 -0.408
N -26.0624 5.6589 -15.1143 -0.54 -0.05 -0.02 0.362
C -24.9526 6.1725 -15.6261 1.35 -0.13 0.16 -0.670
C -24.0095 5.3615 -16.2697 -0.85 0.20 -0.47 -1.088
C -26.9504 6.4989 -14.3141 0.02 0.49 -0.27 -0.730
H -20.7013 -0.2542 -19.3037 -0.49 0.13 0.21 0.294
H -20.2278 1.2080 -20.1122 0.02 0.18 -0.15 0.386
H -21.7491 0.4271 -20.6054 -0.05 -0.23 -0.14 0.372
H -21.6676 0.2346 -17.3184 -0.03 1.10 0.37 0.354
H -22.8462 1.8613 -15.6924 -0.27 -0.70 1.00 0.578
H -23.4666 4.5010 -18.9952 0.39 -0.85 -0.11 0.525
H -22.0836 2.7893 -20.4198 -0.18 0.34 0.12 0.509
H -25.7592 2.5004 -16.1128 -0.39 0.24 0.09 0.503
H -27.4218 4.1391 -14.9178 0.11 -0.10 -0.17 0.605
H -24.8860 7.2501 -15.4292 0.35 0.60 -0.15 1.139
H -23.1329 5.7279 -16.7561 0.45 0.83 0.20 0.726
H -26.4820 6.7202 -13.3825 0.65 0.36 0.40 0.982
H -27.8870 6.0267 -14.0838 -0.49 -0.72 -0.30 -0.742
H -27.0625 7.3742 -14.9102 -0.23 1.02 0.04 0.483
C -34.2493 3.2275 -15.3997 -1.32 -0.22 0.23 -0.907
N -35.5273 2.3614 -15.4597 1.48 -0.28 0.31 0.096
C -35.5332 1.3248 -16.3168 -1.74 0.21 -0.77 -0.168
C -36.6064 0.4333 -16.3402 1.31 0.61 1.53 -0.814
C -37.5269 0.4477 -15.2906 -0.15 0.13 -0.40 1.088
C -37.4286 1.4416 -14.3365 1.02 0.95 -1.23 -0.744
C -36.4320 2.4015 -14.4798 -0.56 -0.26 1.17 -0.327
C -38.6060 -0.5460 -15.1918 -0.64 -0.49 -2.35 0.970
C -39.1537 -1.1355 -16.3791 0.47 0.74 2.14 -0.843
C -40.0933 -2.1160 -16.2291 -0.83 -0.60 -0.72 -0.121
N -40.5609 -2.4736 -15.0065 0.58 -0.50 -0.38 0.072
C -40.0734 -1.8801 -13.8631 -1.12 -1.93 -1.63 -0.398
C -39.1123 -0.9104 -13.9774 -0.66 -0.82 -0.15 -0.742
C -41.5377 -3.6530 -15.0152 0.61 1.04 0.77 -0.884
H -33.7289 2.8738 -14.5026 0.09 0.43 -0.33 0.411
H -34.5255 4.2960 -15.3698 0.17 -0.63 0.15 0.367
H -33.7046 3.0066 -16.3077 0.21 0.08 0.03 0.202
H -34.7912 1.3111 -17.0954 0.31 -0.05 0.07 0.409
H -36.5292 -0.3876 -16.9920 -0.18 -0.76 -0.97 0.482
H -38.1530 1.5630 -13.5768 -0.43 0.07 0.80 0.480
H -36.3265 3.1240 -13.6772 0.18 0.34 -0.47 0.417
H -38.8869 -0.7623 -17.3370 0.28 -0.08 -0.70 0.535
H -40.5028 -2.6732 -17.1161 0.35 0.74 1.14 0.355
H -40.4237 -2.3766 -12.9589 0.06 0.65 0.04 0.437
H -38.7331 -0.5017 -13.1045 0.67 0.63 1.61 0.537
H -42.5333 -3.2518 -14.9508 -0.39 0.09 0.30 0.343
H -41.2762 -4.3044 -14.1990 -0.13 -0.09 0.41 0.367
H -41.4556 -4.2127 -15.9234 0.35 -0.04 -0.58 0.366
C -28.9802 12.7437 -9.0927 0.20 1.79 0.25 0.324
O -29.0762 13.4213 -10.4012 -0.10 -0.73 -1.04 0.047
O -29.7308 11.7210 -8.9228 -0.15 -0.32 -0.51 -0.604
C -27.4731 12.5088 -8.9231 0.22 -0.54 -0.26 0.759
F -26.8859 11.6120 -9.7887 -0.65 0.61 0.95 -0.171
F -26.7706 13.6931 -9.1473 -0.34 -1.93 1.57 -0.287
F -27.3827 11.9499 -7.6469 1.32 1.24 -1.38 -0.274
C -28.8497 14.7948 -10.4920 -1.66 1.67 0.24 0.518
C -29.3858 15.2821 -11.8407 0.61 0.52 0.56 -1.107
H -28.8147 14.7611 -12.5720 0.51 0.12 -0.91 -0.053
H -30.3754 14.9009 -11.9358 -1.10 0.07 -0.19 0.322
H -29.3260 16.3902 -12.0229 -0.06 -1.13 0.38 0.424
H -27.8375 15.1535 -10.3895 0.51 -0.34 0.23 0.544
H -29.4637 15.3239 -9.7151 0.50 -0.32 -0.06 -0.566
H -29.1494 13.6450 -8.4052 0.01 -0.47 0.14 -0.803
C -24.7258 9.9221 -15.3666 -2.83 0.73 0.33 0.213
O -25.3297 10.6767 -16.5238 1.50 0.85 0.91 -0.268
O -25.4462 8.8255 -15.1610 1.42 -0.10 0.21 -0.580
C -23.2287 9.8880 -15.7029 1.39 0.41 0.25 0.732
F -22.9979 9.1306 -16.7756 0.25 -0.84 -0.10 -0.255
F -22.7539 11.1055 -16.0170 -0.38 0.23 0.08 -0.267
F -22.3423 9.4930 -14.6875 -1.46 -0.33 -0.81 -0.311
C -25.8223 10.0950 -17.7244 0.10 -0.03 0.59 0.093
C -26.0813 11.3167 -18.6613 -0.60 -3.39 -1.23 -1.371
H -26.6176 12.0982 -18.2128 -0.20 1.19 1.09 0.319
H -25.1554 11.5990 -19.1465 -0.02 0.39 0.01 0.323
H -26.8223 10.9360 -19.4217 0.93 0.33 0.19 0.393
H -26.7383 9.5728 -17.4297 -0.29 0.01 -0.43 0.047
H -25.1790 9.2882 -18.2049 -0.30 1.19 0.52 0.278
H -24.8187 10.6459 -14.4618 0.32 -0.45 -1.43 -0.283
C -30.6022 5.1222 -13.7061 2.02 1.00 -1.71 -0.501
O -31.3940 5.6428 -14.9300 -0.37 -0.40 1.81 -0.422
O -29.3666 4.7400 -13.9545 -1.01 0.27 0.02 -0.841
C -30.6215 6.2157 -12.6170 0.24 -1.09 0.52 0.921
F -29.8712 7.2843 -12.9026 0.19 0.67 -0.34 -0.434
F -31.8189 6.6167 -12.2396 -1.44 0.90 -0.45 -0.337
F -30.1249 5.7251 -11.4483 0.72 -0.39 0.01 -0.311
C -30.6899 6.1123 -16.0210 -0.80 0.50 -1.17 0.831
C -30.8353 5.1807 -17.2288 -0.20 0.49 -1.32 -1.464
H -30.5246 4.1535 -17.0232 0.03 0.15 0.01 0.339
H -31.8495 5.1862 -17.7135 0.47 -0.13 1.03 0.302
H -30.2588 5.5988 -18.0819 0.23 -0.37 0.54 0.377
H -29.6426 6.2656 -15.7724 0.20 0.06 -0.07 -0.258
H -31.1824 7.0709 -16.3484 0.72 -0.38 0.43 0.109
H -31.3073 4.4120 -13.3795 -1.04 -1.47 0.66 0.344
```
Positions in Å, forces in eV/Å.